Record 1
C29H46BrCoN3P2S | ωB97M-V/def2-TZVPD

Last column: Mulliken charge in e.
Positions of all 83 atoms, in Å:
N -5.2532 3.3521 -4.7619  -0.5492
C -5.3354 3.7310 -3.4855  -0.3991
C -4.6873 3.0124 -2.4732  -0.6474
C -3.8360 1.9261 -2.8237  0.8602
C -3.8525 1.4978 -4.1792  -0.2057
C -4.5657 2.2694 -5.1105  -0.5512
C -2.7919 1.5372 -1.8997  -1.1742
Co -1.3001 0.1428 -0.9295  -0.1979
P 3.7803 -0.7726 -0.9279  0.1045
C -1.4604 1.1845 -2.4172  0.1476
C -0.2992 2.1246 -2.2536  0.5565
C 0.6927 2.1035 -3.2541  -0.2186
C 1.7288 3.0388 -3.2453  -0.7872
C 1.8236 3.9405 -2.1613  -0.1087
C 0.8564 3.9463 -1.1486  -0.4573
C -0.2489 3.0861 -1.2374  -0.6667
Br 3.2444 5.1222 -1.9932  -0.0769
H -2.9320 1.9595 -0.8940  0.2971
H -1.4165 0.6101 -3.3487  0.6848
H -4.7428 3.3873 -1.4474  0.4321
H -3.2548 0.6553 -4.5221  0.3218
H -5.9237 4.6302 -3.2551  0.3645
H -4.5568 1.9993 -6.1738  0.3572
H 0.5726 1.4029 -4.0825  0.4764
H -1.0751 3.1625 -0.5236  0.7913
H 2.4423 3.0507 -4.0673  0.4719
H 0.9366 4.6453 -0.3182  0.5473
P -1.4167 -1.8689 -1.4289  1.0435
C 3.7202 1.0621 -0.8862  1.0477
C 5.1221 1.6169 -1.1895  -1.4190
H 3.4130 1.3655 0.1287  0.2485
H 2.9660 1.4331 -1.5960  -0.7730
H 5.1433 2.7018 -1.0223  0.3566
H 5.8578 1.1486 -0.5198  0.4295
H 5.4353 1.4320 -2.2276  0.3442
C 3.5373 -1.1931 -2.7009  0.1733
C 4.8321 -1.7298 -3.3313  -1.3871
H 3.1912 -0.2915 -3.2261  0.2604
H 2.7460 -1.9516 -2.7732  0.1969
H 4.6902 -1.9302 -4.3984  0.4217
H 5.6572 -1.0150 -3.2303  0.3335
H 5.1419 -2.6702 -2.8619  0.3839
C 2.4185 -1.3787 0.1064  1.3569
C 2.9203 -1.8969 1.4619  -1.5089
H 1.9172 -2.1785 -0.4531  -0.1158
H 1.6983 -0.5598 0.2319  -0.6006
H 2.1003 -2.3611 2.0219  0.3439
H 3.7017 -2.6509 1.2974  0.4765
H 3.3463 -1.1065 2.0950  0.3707
C -1.1609 -2.9713 0.0147  0.3730
C -1.6555 -4.4125 -0.1527  -1.5557
H -1.6684 -2.4807 0.8598  -0.1941
H -0.0843 -2.9563 0.2392  0.1529
H -2.7310 -4.5022 0.0468  0.3603
H -1.4430 -4.8182 -1.1505  0.3970
H -1.1595 -5.0711 0.5702  0.4149
C 0.0335 -2.0463 -2.5581  0.0641
C -0.2205 -1.9857 -4.0694  -1.5371
H 0.4877 -3.0088 -2.2731  0.8117
H 0.7461 -1.2511 -2.2644  -0.5063
H -1.1085 -2.5677 -4.3632  0.4039
H -0.3380 -0.9555 -4.4377  0.1765
H 0.6632 -2.3929 -4.5846  0.4454
C -2.9248 -2.4739 -2.2710  -0.7730
C -4.2631 -2.0585 -1.6624  -1.2164
H -2.8200 -3.5652 -2.2390  0.5176
H -2.8664 -2.1811 -3.3274  0.3605
H -4.4231 -0.9717 -1.6773  0.1320
H -5.0764 -2.5086 -2.2471  0.4538
H -4.3727 -2.4081 -0.6287  0.2821
C -1.6180 -1.2091 3.5128  -0.7898
N -0.6903 -0.1930 3.0177  0.2030
C 0.5869 0.0862 3.4826  -0.4531
C 1.1223 1.0281 2.6604  -0.6958
N 0.1683 1.3067 1.6986  0.1880
C -0.9307 0.5234 1.8955  -0.0769
S -2.3440 0.2874 0.9619  -0.5087
H -2.6441 -0.8290 3.4307  0.3747
H -1.5506 -2.1431 2.9316  0.3394
H -1.3715 -1.4203 4.5582  0.3506
H 0.9825 -0.4059 4.3524  0.5235
H 2.0868 1.5044 2.6521  0.5570
H 0.2592 1.9966 0.9485  0.0686

Atomic forces in eV per Å
-0.355 0.560 -0.231
0.283 -0.906 -0.005
0.527 -0.103 -0.126
-1.160 -0.108 -1.310
-0.325 0.873 0.219
0.258 -0.615 0.760
2.146 0.003 -0.224
0.022 0.699 1.598
-1.804 1.417 -1.135
-1.742 1.939 -1.423
-0.305 -0.699 -0.025
0.056 0.416 0.314
-0.264 -0.019 0.488
-0.699 -0.895 -0.007
-0.384 -0.313 -0.306
0.640 0.016 0.161
0.532 0.350 -0.157
0.482 0.355 -0.706
-0.323 0.784 -0.067
0.119 -0.249 -0.271
-0.124 0.161 0.093
0.265 -0.476 -0.158
-0.059 0.160 0.436
0.179 0.202 0.174
0.265 0.075 -0.193
-0.055 0.156 0.263
-0.013 -0.026 -0.266
-0.300 -0.602 -0.521
0.847 -0.059 0.752
0.230 0.260 -0.010
0.085 -0.150 -0.280
0.022 -0.378 0.063
-0.006 -0.318 -0.091
-0.110 0.263 -0.219
-0.153 0.024 0.289
0.430 -0.674 -0.095
0.285 -0.113 -0.176
0.088 -0.031 0.347
0.204 0.161 0.162
-0.039 0.098 0.220
-0.164 -0.135 -0.058
-0.065 0.186 -0.070
0.065 -0.589 0.304
0.177 -0.203 0.213
0.193 0.100 0.113
0.143 0.068 -0.129
0.173 0.093 -0.151
-0.252 0.103 0.195
-0.127 -0.139 -0.270
-0.048 -0.299 -0.034
0.105 -0.346 0.237
0.175 -0.151 -0.341
-0.156 0.048 -0.025
0.235 0.109 -0.233
-0.046 0.065 0.231
-0.080 0.130 -0.132
0.177 -0.821 0.145
0.178 -0.072 -0.148
0.141 0.094 -0.351
-0.366 -0.333 -0.097
0.510 0.179 0.015
-0.124 -0.303 0.203
-0.396 0.050 0.010
0.365 -0.450 -0.204
-0.236 0.133 0.091
-0.246 0.100 -0.269
-0.049 0.045 0.269
0.181 -0.250 0.011
0.219 0.083 0.175
0.059 0.087 -0.161
-0.139 -0.206 0.357
0.340 0.132 -0.563
-0.004 0.343 -0.276
-0.185 -0.425 0.350
-0.403 -0.219 -0.326
0.072 -0.233 0.468
-0.407 0.600 1.403
0.388 -0.103 0.150
0.113 0.440 0.179
-0.109 0.085 -0.241
0.067 0.072 0.057
-0.059 0.071 0.192
-0.156 -0.377 0.375

Calculated values
- Molecular weight: 669.56 g mol⁻¹
- E: -6333.91822 hartree
- LUMO energy (spin up / spin down): -5.85 / -9.17 eV
- HOMO-LUMO gap (spin up / spin down): 0.2274 / 0.1323 Eh
- Charge: +2
- 2S+1: 4

---

Record 2
C29H46BrN3P2Pt | ωB97M-V/def2-TZVPD

Last column: Mulliken charge in e.
Positions of all 82 atoms, in Å:
N -6.5198 4.8114 -4.7204  -0.5486
C -6.2999 5.2879 -3.4850  -0.2968
C -5.3158 4.7307 -2.6389  -0.5048
C -4.5648 3.6072 -3.0667  0.5329
C -4.8084 3.1522 -4.3819  -0.3864
C -5.7839 3.7925 -5.1749  -0.3298
C -3.6018 2.9367 -2.1774  0.0360
Pt -0.0207 -0.3774 1.0964  0.7893
P 4.6377 -0.8647 0.3579  0.0957
C -2.6981 1.9753 -2.5440  -1.0121
C -1.6079 1.6046 -1.6483  1.0223
C -0.2409 1.4728 -2.0806  -0.5270
C 0.7874 1.4604 -1.1115  -0.9737
C 0.3946 1.5505 0.2176  0.6850
C -0.8535 2.0561 0.5730  -1.1861
C -1.8973 1.7291 -0.2880  -0.6010
Br 2.1535 1.0593 2.4366  -0.1998
H -3.5731 3.3383 -1.1528  0.4079
H -2.6430 1.5637 -3.5644  0.3155
H -5.1562 5.1895 -1.6678  0.3512
H -4.2577 2.3085 -4.8021  0.2575
H -6.9171 6.1419 -3.1457  0.3421
H -5.9687 3.4606 -6.2169  0.3413
H -0.0722 1.3798 -3.1598  0.5242
H -2.9612 1.7432 0.0517  0.6863
H 1.8406 1.3493 -1.3644  0.6122
H -1.0896 2.7209 1.4332  0.0199
P -0.3362 -2.2791 0.1611  0.8331
C 4.0653 0.8413 0.3590  2.3098
C 5.1256 1.9397 0.3090  -1.4049
H 3.5394 0.9389 1.3844  -0.4482
H 3.2749 0.9751 -0.3844  -1.3436
H 4.7092 2.8661 0.7456  0.3806
H 6.0211 1.6543 0.8829  0.3728
H 5.4441 2.1735 -0.7191  0.3667
C 4.2953 -1.4924 -1.3105  0.3241
C 5.5403 -2.1555 -1.9444  -1.3199
H 3.9631 -0.6335 -1.9250  0.3790
H 3.4483 -2.2068 -1.2260  -0.2710
H 5.3980 -2.2833 -3.0208  0.4046
H 6.4399 -1.5496 -1.8022  0.3835
H 5.7204 -3.1431 -1.5113  0.3455
C 3.9767 -2.0204 1.5984  0.2846
C 4.9842 -2.2372 2.7721  -1.3809
H 3.9087 -2.9850 1.0496  0.3610
H 2.9573 -1.7443 1.9459  -0.1025
H 4.6014 -2.9690 3.4956  0.4032
H 5.9288 -2.6207 2.3651  0.3985
H 5.2041 -1.2988 3.2958  0.3426
C -0.0587 -3.6573 1.3552  -0.6621
C -1.0686 -4.7928 1.5174  -1.3388
H 0.0667 -3.1655 2.3272  0.4021
H 0.9272 -4.0783 1.1230  0.4429
H -2.0178 -4.4449 1.9382  0.2574
H -1.2797 -5.3154 0.5780  0.3353
H -0.6848 -5.5487 2.2205  0.4011
C 0.7513 -2.5841 -1.2624  0.1879
C 0.1067 -2.7836 -2.6229  -1.6057
H 1.4408 -3.4129 -1.0298  0.7443
H 1.3803 -1.6821 -1.3146  -0.4408
H -0.6305 -3.5812 -2.6193  0.3777
H -0.3944 -1.8788 -2.9670  0.2794
H 0.8469 -3.0416 -3.3873  0.4254
C -2.1124 -2.2710 -0.3431  -0.8579
C -3.0138 -1.8166 0.8048  -0.9702
H -2.4540 -3.2204 -0.7885  0.6181
H -2.1742 -1.5304 -1.1557  0.3149
H -3.8516 -1.2015 0.4483  0.3453
H -3.4558 -2.6505 1.3780  0.2703
H -2.4679 -1.1799 1.5277  0.0262
C 0.0220 2.7360 3.3345  -1.1646
C -0.7030 1.4587 3.5792  0.5397
N -0.7287 0.2442 2.9967  0.1588
C -1.4519 -0.6107 3.8316  -0.4409
C -1.8759 0.1214 4.9140  -0.6963
N -1.3656 1.3836 4.7569  -0.0555
H -0.3558 3.2999 2.4775  0.3153
H -0.0507 3.3551 4.2396  0.4817
H 1.0965 2.5549 3.1203  0.2374
H -1.6512 -1.6477 3.5868  0.3363
H -2.4625 -0.1824 5.7555  0.4199
H -1.5008 2.1736 5.3844  0.2434

Atomic forces in eV per Å
0.005 0.213 0.229
0.694 -0.645 -0.061
-0.194 -0.218 -0.473
-0.913 0.168 -0.728
-0.384 0.374 -0.081
0.505 -0.203 0.529
0.771 -0.375 -0.424
2.318 3.703 0.531
-0.858 0.452 -0.960
-0.634 0.361 -0.607
0.682 0.180 -0.022
-1.045 0.233 0.749
0.365 -0.570 -0.625
-1.140 0.953 -0.495
-0.535 -0.078 1.106
-0.417 0.303 0.112
-1.093 -1.246 0.694
0.099 -0.124 -0.586
-0.203 0.475 0.443
0.021 -0.210 0.003
-0.211 0.249 0.146
0.440 -0.631 -0.314
0.081 0.250 0.830
0.358 0.148 0.544
1.115 0.438 -0.261
-0.445 -0.171 -0.271
0.107 -1.529 -0.990
-1.753 -2.771 0.434
0.781 0.034 1.095
0.381 0.423 -0.241
1.855 -0.444 -2.264
0.375 -0.298 -0.013
0.210 -0.406 -0.177
-0.336 0.213 -0.156
-0.045 -0.112 0.363
-0.026 -0.422 -0.320
-0.107 -0.139 -0.093
0.192 -0.351 0.370
0.553 0.343 -0.160
-0.036 -0.013 0.176
-0.149 -0.048 -0.023
0.031 0.136 -0.026
0.347 -0.843 0.487
-0.113 0.190 -0.225
-0.100 0.533 0.184
0.594 0.153 -0.294
0.019 0.267 -0.267
-0.218 0.066 0.181
-0.133 -0.226 -0.052
0.200 -0.304 0.427
-0.239 -0.326 -0.089
-0.006 -0.059 -0.171
-0.055 0.084 -0.059
0.137 0.022 -0.179
0.025 0.134 0.115
-0.012 0.315 -0.251
0.868 0.327 -0.447
-0.262 -0.077 -0.402
-0.385 0.154 0.105
-0.069 -0.232 -0.038
-0.071 -0.121 0.041
-0.041 0.039 0.058
0.004 0.055 0.237
0.045 -0.227 -0.659
-0.427 0.163 0.763
0.223 0.228 0.272
0.133 -0.146 0.142
0.192 -0.284 -0.065
0.280 0.260 -0.335
-0.352 -0.354 -0.429
0.275 0.921 0.119
0.068 -0.457 0.908
-0.833 -0.101 0.991
-0.192 1.291 0.466
0.413 -0.731 -0.519
-0.462 -0.428 -0.312
0.301 0.319 0.976
-0.103 -0.101 -0.340
-1.567 0.896 0.656
0.131 0.331 0.042
-0.091 0.043 0.227
0.059 -0.418 -0.245

Calculated values
- Molecular weight: 773.64 g mol⁻¹
- E: -4672.11299 hartree
- LUMO energy (spin up / spin down): -7.61 / -8.20 eV
- HOMO-LUMO gap (spin up / spin down): 0.1981 / 0.1755 Eh
- Charge: +2
- 2S+1: 3

---

Computed relative energy (zero: lowest compared OMol25 entry of this formula, charge and spin), in the same sequence as the records: 27.5, 555.8 kJ/mol.